Entry 1:
The following is a quantum chemistry calculation of a cluster of 7 separate species, C53H90N5O27S3 in total at a distorted geometry, from OMol25.

Calculated values
Total charge: +1
HOMO-LUMO gap in eV: 6.64
Spin multiplicity: 1
HOMO in Ha: -0.4079

Geometry as XYZ:
```
178
Properties=species:S:1:pos:R:3:mulliken_charge:R:1
S -3.7221 1.6736 -1.6029 0.042
S 2.0081 -4.7333 -1.3342 -0.192
S -0.9772 5.6220 -2.6521 -0.018
O 6.2860 1.7664 -2.2012 -0.332
O -0.7252 0.0245 -3.6314 -0.528
O 3.0821 2.8146 2.5360 -0.581
O -8.4825 -3.3521 -0.6945 -0.254
O -0.8991 0.4974 2.4217 -0.538
O 3.3741 -7.1908 3.2878 -0.521
O 1.8682 -1.3668 -3.0525 -0.447
O -4.0564 8.2421 -3.1735 -0.169
O -5.3709 9.6565 -4.3706 -0.548
O 0.0524 3.0991 -2.7323 0.049
O -2.1938 -1.2108 -2.3326 0.014
O 6.6420 3.7249 -3.2963 -0.551
O -4.7334 2.8367 4.8156 -0.572
O -3.8983 0.4404 1.6824 -0.337
O 2.1017 -8.5555 1.9864 -0.391
O -0.6569 7.0511 1.6120 -0.235
O 8.2217 -6.4308 3.0210 -0.363
O -4.3016 7.8817 -5.3052 -0.295
O 0.3471 -2.9560 -3.9176 -0.376
O -1.5131 9.1243 1.9865 -0.559
O 8.2243 -8.2112 4.4328 -0.556
O 2.0614 -8.8368 4.1415 -0.350
O 7.9170 1.8721 -3.6358 -0.360
O -9.0735 -5.2343 0.4313 -0.549
O -6.9719 -4.3687 0.4974 -0.232
O -1.8748 7.3716 3.3867 -0.241
O 9.8942 -7.8180 2.9398 -0.370
N -1.5901 2.6447 1.6759 1.000
N 1.8682 4.6886 -2.5283 -0.581
N -2.7401 2.5758 -0.4939 1.150
N -2.8161 0.5231 0.8558 1.159
N 2.3593 3.3917 -2.5475 -0.032
C 2.6447 -3.6522 -2.7013 -0.469
C -2.2309 3.9675 -0.6408 -0.131
C -1.6159 -0.1960 1.3800 0.833
C -2.5761 8.2625 4.2548 -0.772
C -8.2602 -4.4022 0.1177 0.626
C -3.7216 3.8023 2.6618 0.106
C -0.7394 -3.2085 -2.9899 1.935
C 3.1430 -0.6018 3.1350 -0.574
C -6.3361 -6.7181 0.5476 -1.107
C -5.0160 3.1902 3.4442 -0.467
C -1.8892 -1.6842 1.8982 -1.032
C -1.8342 -0.0233 -3.0225 0.116
C 1.3156 2.4303 -2.6596 -0.169
C 3.5071 -2.0615 2.7274 -0.586
C 9.6972 3.5159 -3.8627 -1.091
C 2.1772 1.9340 2.5221 -0.366
C 2.5874 -8.0970 3.1507 0.724
C -6.3134 0.3043 0.7714 -0.970
C 2.5926 -7.8970 0.8124 0.183
C -9.7966 -3.3227 -1.2516 -0.676
C 8.7336 -7.5528 3.5589 0.761
C 0.4630 4.4664 -2.6423 0.156
C -2.4961 4.6917 -2.0387 -0.620
C -2.3940 1.9371 0.6406 -2.335
C -0.4069 1.7698 1.9471 0.613
C -0.0087 7.5257 0.4218 0.415
C -1.3669 7.9671 2.2910 0.688
C 3.3042 -2.4838 1.2510 -0.471
C -4.2720 9.0732 -2.0328 -0.597
C 2.5614 0.4356 2.1189 0.818
C 1.2395 8.3196 0.7576 -1.327
C 10.5641 -9.0107 3.3682 -0.161
C 2.7273 -1.4434 0.2469 -0.462
C -2.7618 1.2709 -3.1334 -0.363
C 1.5504 -2.5781 -3.2403 0.402
C 0.6776 2.3917 2.9438 -0.685
C -4.9326 -0.4320 1.1444 0.029
C -2.3946 2.9315 2.9027 -0.465
C -1.7963 -2.8212 0.7671 -0.160
C 3.9961 -8.3618 0.4721 -0.894
C 5.2560 2.4177 -1.4575 -0.426
C -6.5488 -5.4453 1.3452 -0.200
C 2.3386 -0.0002 0.6337 0.287
C -4.8268 8.2364 -6.5923 -0.190
C 6.9323 -6.0876 3.5248 -0.419
C -4.0675 9.4064 -7.1890 -1.110
C 8.7242 2.5945 -4.5741 -0.156
C -1.2199 -4.7624 -3.0467 -1.264
C 9.9076 -10.2468 2.7826 -1.085
C -2.0660 -2.3304 -3.2949 -1.100
C -4.6565 8.6892 -4.2938 0.591
C 6.9178 2.5713 -3.0740 0.726
C 2.5731 -8.5167 5.4347 -0.603
H -3.3490 8.8152 3.7163 0.334
H -2.9949 9.1962 -7.2125 0.289
H 11.5923 -8.9406 3.0053 0.287
H 0.2698 6.6419 -0.1570 -0.124
H -9.9166 -2.3753 -1.7786 0.217
H 1.9052 7.7352 1.3982 0.296
H -2.8109 4.0294 -2.9069 0.241
H -0.7049 8.1063 -0.1906 0.204
H -5.1578 -1.2114 1.9707 0.271
H 10.4754 -11.1438 3.0386 0.356
H -5.3370 9.2467 -1.8634 0.355
H -0.8760 -0.2929 0.4900 -0.072
H 4.5422 2.9148 -2.1180 0.338
H -1.4781 -3.7930 1.3083 0.414
H -5.6498 -6.5396 -0.2848 0.262
H -3.5130 4.8643 3.0549 -0.006
H -5.8408 3.9957 3.3391 0.366
H -2.8890 -1.8156 2.4444 0.206
H 4.0308 -9.4515 0.3924 0.310
H 3.5778 -3.5347 0.8753 0.421
H -6.1857 1.4378 0.7845 0.285
H 2.9720 -4.2644 -3.6063 0.485
H -3.0565 7.6657 5.0312 0.234
H 5.6969 3.1330 -0.7594 0.313
H 1.7756 8.5992 -0.1516 0.400
H 0.1480 1.5617 0.9505 -0.370
H 4.7225 1.6579 -0.8835 0.083
H -1.0225 -2.6014 -0.0414 -0.532
H -6.6160 -0.0631 -0.2774 0.273
H 6.6679 -5.1050 3.1316 0.210
H 9.1715 4.2984 -3.3109 0.310
H -4.4119 9.6129 -8.2044 0.366
H -7.2602 -5.5945 2.1623 0.332
H -4.7026 1.8471 4.8058 0.368
H 0.9940 9.2327 1.3044 0.352
H -3.7433 10.0205 -2.1569 0.313
H -4.7040 7.3602 -7.2336 0.286
H -4.5338 -1.0466 0.2582 0.018
H 6.9336 -6.0334 4.6158 0.297
H -5.3948 2.2969 2.8125 0.018
H -2.1145 2.1133 -3.5447 0.165
H -2.7177 1.9892 3.4848 0.330
H 2.5440 -6.8105 0.9312 0.023
H -4.0476 3.9062 1.5721 0.116
H 6.1918 -6.8112 3.1768 0.140
H -4.2003 10.3116 -6.5923 0.317
H 8.8882 -10.3693 3.1557 0.306
H 9.2832 1.8498 -5.1459 0.282
H 3.9270 -2.8418 3.4564 0.388
H -5.8991 8.4410 -6.5275 0.312
H -1.0864 3.9188 -0.4818 0.092
H -5.6012 -5.1373 1.7946 0.287
H -3.5466 1.0452 -3.9557 0.494
H -2.6036 4.6852 0.1862 0.102
H -3.0316 -2.9494 -3.1509 0.377
H 1.2848 -3.9941 -0.4053 0.119
H 10.6096 -9.0558 4.4600 0.301
H 3.3177 -0.3353 4.2424 0.307
H -1.2950 -5.1252 -4.1298 0.318
H 1.8946 0.7688 -0.0936 0.436
H 3.5759 -3.0690 -2.3450 0.381
H 9.8399 -10.1665 1.6944 0.289
H 1.3342 1.2923 -2.6758 0.404
H -2.0858 -1.9819 -4.3851 0.370
H 0.5271 1.9718 4.0056 0.452
H -3.8633 8.5598 -1.1608 0.079
H -2.8497 -3.0312 0.3613 0.119
H 1.9918 -9.0715 6.1721 0.225
H 2.6056 -1.7962 -0.8417 0.028
H 4.7080 -8.0781 1.2505 0.056
H -7.2727 -7.0766 0.1151 0.309
H -7.1092 -0.0714 1.5156 0.283
H -2.2632 -4.8660 -2.5601 0.323
H -10.5596 -3.3835 -0.4726 0.309
H -9.9147 -4.1370 -1.9696 0.298
H 0.6573 3.5364 2.9218 0.231
H -0.5245 -5.4245 -2.4035 0.205
H -0.4250 -2.9942 -1.9115 -0.645
H 1.9162 -8.1628 -0.0038 0.340
H 4.3297 -7.9252 -0.4719 0.350
H -3.2831 5.5154 -1.8627 0.412
H 3.6172 -8.8281 5.5096 0.286
H -1.8729 8.9494 4.7300 0.315
H 10.3693 3.9948 -4.5780 0.355
H -5.9281 -7.5079 1.1817 0.378
H -1.7360 3.5261 3.6437 0.525
H -1.0656 -1.9087 2.6772 0.403
H 8.0953 3.1404 -5.2832 0.300
H 2.4737 -7.4501 5.6483 0.269
H 10.2914 2.9581 -3.1341 0.292
```

---

Entry 2:
The following is a quantum chemistry calculation of a cluster of 11 separate species, C44H88O18 in total at a distorted geometry, from OMol25.

Calculated values
Total charge: 0
Structure (SMILES): CCOC(C)=O.CCOC(C)=O.CCOC(C)=O.CCOC(C)=O.CCOC(C)=O.CCOC(C)=O.CCOC(C)=O.C1CCOC1.C1CCOC1.C1CCOC1.C1CCOC1
HOMO-LUMO gap in eV: 9.98
Spin multiplicity: 1
Energy relative to the best compared isomer or geometry (same formula, charge and spin) in kcal per mole: 41.5
HOMO in Ha: -0.3476

Geometry as XYZ:
```
150
Properties=species:S:1:pos:R:3:mulliken_charge:R:1
O -2.5606 -4.1255 1.2694 -0.396
O 0.0842 -0.3292 2.1734 -0.705
O -3.7954 -0.8140 -1.6547 -0.394
O -2.0824 -1.1058 -5.8389 -0.636
O -0.0077 5.5343 -0.0552 -0.339
O -5.3789 -0.0880 -3.0248 -0.415
O 3.8164 -2.7400 7.0334 -0.435
O 0.0670 0.0697 -0.0856 0.827
O 1.4993 -2.7032 -3.8176 -0.656
O 3.4185 1.3939 -2.0785 -0.413
O 4.7615 -0.1270 -1.1691 -0.595
O -3.4286 -4.8878 -0.6560 -0.621
O -0.0456 4.3950 5.8091 -0.482
O -1.6292 2.6578 1.6415 0.274
O 1.8599 4.4396 0.4523 -0.628
O 0.3182 -4.5174 -3.3044 -0.242
O 2.3043 -3.9086 1.2137 -0.500
O -0.6333 0.4853 -6.4272 -0.323
C 2.2386 -4.1837 -2.0453 -0.705
C 5.4055 2.1942 -1.1453 -1.308
C 2.4923 -2.2813 6.8061 -0.656
C -1.0783 -0.4985 -8.6287 -1.063
C 4.5157 1.0208 -1.4205 0.983
C -1.6222 0.0201 -5.6824 0.483
C 3.8990 -0.8354 5.5283 -0.455
C -4.5391 -1.0560 -2.5958 0.906
C 4.1697 -2.9758 2.2136 -0.468
C 0.7675 3.2332 5.3329 0.001
C 1.3045 -3.6888 -3.0918 0.700
C 3.7080 -3.9682 1.1180 -0.532
C 1.9318 -2.5189 1.6526 0.919
C -0.9164 -5.9861 0.9876 -1.465
C 2.1250 0.7308 -3.9780 -1.214
C 0.3612 3.5685 -1.2618 -0.243
C 0.8521 4.5151 -0.2274 0.482
C -3.5584 -4.3567 0.4163 0.938
C 0.5827 6.5914 0.6932 0.522
C -2.0789 1.0036 -4.6426 -0.131
C -2.3222 3.8940 1.6623 -0.254
C 1.6624 1.2412 1.1880 0.869
C -4.8748 -3.9378 0.9851 -1.084
C 0.5280 0.2695 1.2454 0.535
C -1.7290 -5.1560 -4.2763 -1.154
C 4.7524 -1.9140 6.2805 -0.527
C 1.7336 3.8001 4.3361 -0.638
C 0.3941 5.5760 5.0417 -0.823
C -0.5708 7.6002 0.8687 -1.209
C -2.8065 3.9752 3.1485 -0.188
C 0.9741 4.9806 3.7618 0.957
C -3.0223 2.5127 3.5672 -0.953
C -4.8008 -2.3213 -3.2686 -0.885
C -0.1546 -0.3537 -7.5438 -0.017
C -2.4946 1.7813 2.3317 -0.163
C 3.2334 -1.8061 1.9024 1.062
C -5.6035 1.6313 -1.3040 -1.073
C -1.0762 -0.7497 -0.2558 -1.154
C 2.5740 -1.5998 5.4346 0.215
C -1.1534 -4.4797 0.9563 0.841
C 2.5866 0.3186 -2.5939 0.350
C -0.7937 -1.6629 -1.4510 0.437
C -0.4838 -4.2819 -4.4801 0.087
C -5.0546 1.2778 -2.7248 0.106
H -4.8816 -3.2950 1.8819 0.281
H -5.4165 -4.8844 1.2248 0.316
H -2.5106 2.4120 4.5039 0.318
H 3.5427 -1.3272 0.9469 -0.062
H 1.6621 1.6904 -3.8442 0.266
H -0.8216 -1.1611 -2.4087 -0.326
H -4.2608 -2.3109 -4.2037 0.156
H 2.4257 -5.2317 -2.2450 0.445
H 0.1377 2.4915 4.8125 -0.091
H -5.4855 1.9199 -3.5451 0.378
H -0.6296 8.3547 0.0810 0.343
H 0.2205 -1.3295 -7.1074 0.150
H 4.1874 -3.7723 0.1263 0.131
H -3.9480 1.4715 -2.7659 -0.080
H 3.1862 -3.6365 -2.2834 0.301
H -3.7179 4.5745 3.0958 0.445
H 2.5853 4.1843 4.9549 0.360
H 6.3036 2.1589 -1.7094 0.428
H -1.0587 -6.3172 1.9940 0.432
H -1.5106 7.0235 0.8113 0.245
H -0.5641 3.0938 -0.9040 0.029
H -4.3770 -3.1567 -2.6972 0.103
H -5.8816 -2.3104 -3.4778 0.378
H -2.0822 -0.6812 -8.1660 0.263
H -4.0084 2.1037 3.7299 0.373
H -1.8754 -0.0570 -0.4719 0.589
H -3.1868 3.8154 0.9998 0.475
H 0.1327 4.2169 -2.1308 0.571
H -2.0324 4.4088 3.7457 -0.111
H 5.2129 -2.5485 2.2665 0.341
H 2.6887 -2.3239 4.6457 -0.392
H 2.2411 1.2189 2.1403 0.342
H 1.6607 5.5976 3.2084 0.470
H 1.9762 -4.0418 -0.9957 -0.067
H -1.7641 0.5802 -3.6423 -0.316
H 4.1593 -4.9202 1.4791 0.430
H 1.7100 -0.9414 5.2430 0.411
H -1.6694 -2.4033 -1.4106 -0.113
H -3.1622 1.1568 -4.5858 0.205
H 2.2545 1.1560 0.2760 -0.939
H -2.4009 -4.9875 -5.1163 0.424
H 4.0183 -3.4809 3.1710 0.226
H -5.3640 -3.4117 0.1740 0.250
H 1.3160 2.2683 1.1111 -0.902
H 1.3944 -2.6833 2.5810 0.034
H 0.1087 -6.3108 0.7949 0.305
H -4.9782 1.2379 -0.5048 0.048
H -0.3972 6.3208 4.9301 0.304
H -1.4344 -6.2260 -4.3357 0.355
H 5.4666 -1.5222 7.0240 0.303
H -5.6525 2.6937 -1.1487 0.447
H 1.2012 2.9179 -1.5383 -0.125
H 0.9168 6.1863 1.6537 -0.586
H -1.2258 0.3937 -9.2664 0.301
H 1.7344 0.3208 -1.8647 -0.327
H -6.6521 1.1829 -1.1568 0.280
H 2.8944 0.7433 -4.6816 0.494
H 5.3226 -2.6124 5.6703 0.232
H -1.9432 0.8947 2.5874 0.207
H 0.0779 -4.5544 -5.3369 0.430
H 1.2318 2.7262 6.2092 0.350
H 0.1674 4.5803 3.1592 -0.730
H -1.6362 -6.3833 0.2588 0.375
H 2.1263 3.1213 3.5458 0.067
H 3.7961 -0.0112 6.2049 0.373
H 1.1877 6.0905 5.6384 0.373
H -0.8426 -1.3083 -9.3435 0.336
H 4.9667 3.1717 -1.5405 0.254
H 0.7065 0.2049 -7.8889 0.351
H -2.2673 -4.9116 -3.3720 0.084
H -0.5624 8.0098 1.8749 0.352
H 1.4444 -0.0761 -4.3141 0.092
H 2.1016 -1.5869 7.5420 0.320
H 3.1247 -1.1336 2.7855 -0.741
H 1.8737 -3.1068 6.7510 0.383
H 5.6621 2.1594 -0.0898 0.306
H -1.6432 4.7210 1.4650 -0.488
H -1.1124 -1.3157 0.6367 0.515
H 3.1488 -0.5842 -2.5436 0.725
H -3.3204 1.5957 1.7150 0.120
H -0.9968 -4.1058 -0.0450 -0.350
H 1.4956 7.0070 0.2330 0.501
H 4.2972 -0.6206 4.5073 0.222
H -1.5175 1.9117 -4.7598 0.475
H 1.2813 -2.2389 0.8932 -0.811
H -0.6359 -3.8021 1.6285 0.250
H 0.2174 -1.9872 -1.2792 -0.207
H -0.7659 -3.2306 -4.5138 -0.020
```

---

Entry 3:
The following is a quantum chemistry calculation of a structure of composition C13H28BrCl2Cs2F3N2O10S3 at a distorted geometry, from OMol25.

Calculated values
Total charge: 0
HOMO-LUMO gap in eV: 1.26
Spin multiplicity: 1
HOMO in Ha: -0.1701

Geometry as XYZ:
```
64
Properties=species:S:1:pos:R:3:mulliken_charge:R:1
Cs 3.4251 -2.2861 -4.9394 1.013
Cs 3.3376 2.7749 1.2892 0.937
Br -4.0371 3.6977 -0.0325 -0.719
Cl 3.1423 1.9066 -3.6696 -0.216
Cl 3.0505 -0.3558 -6.2295 -0.376
S -1.4433 -2.4557 -2.6079 0.913
S 7.8749 2.1479 5.3534 0.511
S -0.2184 -4.5966 -1.7929 1.035
F -0.0234 -1.7550 -2.4112 -0.296
F -3.9585 -0.8753 0.9169 -0.219
F -0.4487 -5.6077 -0.5706 -0.264
O 6.8309 2.3138 4.2892 -0.630
O -2.3477 -1.3609 -2.2563 -0.440
O -0.2914 -5.5262 -2.9142 -0.608
O -1.4476 3.0590 0.4169 -0.254
O 1.1112 -4.0923 -1.4658 -0.631
O -1.8791 0.0340 1.7780 -0.598
O -5.5763 -5.9007 2.5076 -0.738
O -5.8715 0.9343 -1.4599 -0.432
O -5.2951 -5.3704 0.2998 -0.688
O -1.4369 -2.7911 -4.0266 -0.580
N -1.4355 -3.6307 -1.5638 -0.133
N 0.9193 1.1475 0.2097 -0.133
C 1.8339 1.6866 -4.8583 -0.435
C 1.6700 0.2320 -5.2692 0.082
C 7.0731 2.4282 6.9505 -0.901
C 1.1048 2.5607 0.7174 -2.326
C -2.8690 1.1583 -0.4248 -0.429
C -5.7684 0.4411 -2.7830 -0.614
C -2.8124 0.1029 0.8260 0.520
C -0.3744 2.9460 1.3948 -0.155
C -1.4622 2.0435 -0.6164 0.273
C 8.1345 0.3730 5.5887 -0.900
C -4.6810 -3.8046 1.9460 -0.486
C -0.1850 1.0788 -0.8008 0.033
C -5.2390 -5.1585 1.5431 0.495
H -3.2019 0.6627 -1.4523 0.124
H -0.6043 2.2577 2.3276 0.312
H 6.7834 3.4797 7.0148 0.306
H -0.5683 -0.0499 -0.8279 -0.027
H 1.8913 2.5618 1.5852 1.685
H -3.7882 -3.9400 2.5638 0.227
H -1.6271 2.6111 -1.6546 0.218
H 1.4561 3.3367 -0.0853 0.466
H -5.1402 1.1182 -3.3666 0.197
H 7.7739 2.1967 7.7561 0.356
H 0.7794 0.1208 -5.8949 0.308
H 0.6973 0.5493 1.0415 0.500
H 0.2672 1.2665 -1.8861 -0.405
H -5.3136 -0.5524 -2.7680 0.272
H 6.1822 1.8013 7.0363 0.300
H -6.7630 0.3917 -3.2328 0.317
H -4.4078 -3.2096 1.0692 0.037
H -6.4341 0.3135 -0.9665 0.282
H 8.5980 -0.0335 4.6867 0.304
H 1.8477 0.8295 -0.1992 0.449
H 7.1771 -0.1249 5.7598 0.300
H 0.9146 2.0451 -4.3864 0.280
H -5.4295 -3.2506 2.5203 0.251
H -0.2086 4.0363 1.8514 0.356
H 8.7991 0.2115 6.4406 0.356
H 1.5581 -0.4226 -4.3993 -0.081
H -3.6917 1.9667 -0.1481 0.257
H 2.0467 2.3272 -5.7200 0.444
```